104
Properties=species:S:1:pos:R:3 method="wB97M-V/def2-TZVPD" fmax_ev_per_a=8.38 de_lowest_ev=12.565 e_tot_ha=-4791.45026 spin_multiplicity=1 homo_ev=-11.47 charge=+1
C -1.334 1.850 4.474
C -2.834 1.286 4.126
N -3.204 1.307 2.660
C -2.713 0.031 1.967
C -1.130 0.221 1.456
N -1.012 -0.481 0.157
C -1.079 0.317 -1.078
F -2.115 1.397 -0.862
C 0.258 1.077 -1.604
C 1.354 1.515 -0.480
C 2.209 2.791 -1.145
C 3.819 2.517 -0.782
S 4.235 2.808 1.022
O 4.933 1.583 1.717
O 2.928 3.200 1.780
Cl 5.556 4.470 1.166
C -1.745 -0.630 -2.285
C -1.792 0.153 -3.743
N -3.006 -0.352 -4.491
N -1.179 -2.027 -2.343
N -0.840 -2.433 -3.654
C -0.007 -2.295 -1.428
C 0.563 -3.845 -1.489
C 1.989 -3.829 -2.364
C 2.936 -5.151 -2.054
Cl 3.084 -6.274 -3.563
C -0.256 -1.759 0.136
C -1.171 -2.845 1.022
N -2.623 -2.863 0.497
C 1.262 -1.706 0.805
C 1.513 -2.804 1.994
C 3.075 -2.672 2.578
S 4.359 -3.456 1.461
C -4.698 1.474 2.445
C -5.880 0.888 3.438
O -5.080 2.185 1.363
H -1.404 2.552 5.437
H -0.846 2.507 3.621
H -0.552 0.972 4.680
H -3.611 1.896 4.760
H -2.878 0.170 4.542
H -3.331 -0.097 0.954
H -2.804 -0.930 2.656
H -0.980 1.402 1.431
H -0.476 -0.167 2.344
H 0.798 0.460 -2.472
H -0.103 2.082 -2.139
H 2.179 0.665 -0.333
H 0.926 1.928 0.526
H 1.923 3.815 -0.605
H 2.095 2.852 -2.309
H 4.109 1.395 -1.065
H 4.538 3.196 -1.416
H -2.888 -0.748 -1.961
H -2.017 1.296 -3.484
H -0.787 0.116 -4.340
H -3.852 0.149 -4.081
H -3.210 -1.368 -4.289
H -1.946 -2.705 -2.050
H -1.163 -3.408 -3.839
H 0.178 -2.299 -3.836
H 0.891 -1.623 -1.837
H 0.878 -4.272 -0.424
H -0.259 -4.513 -2.003
H 2.652 -2.891 -2.136
H 1.691 -3.886 -3.494
H 2.587 -5.763 -1.101
H 4.047 -4.787 -1.844
H -0.795 -3.946 0.935
H -1.261 -2.534 2.156
H -2.736 -3.633 -0.209
H -3.288 -3.054 1.293
H 2.079 -1.926 -0.034
H 1.516 -0.641 1.281
H 1.404 -3.924 1.663
H 0.827 -2.641 2.958
H 3.234 -1.535 2.805
H 3.044 -3.240 3.627
H 4.560 -4.753 2.033
H -6.753 0.340 2.840
H -5.483 0.083 4.218
H -6.370 1.802 4.025
C -7.392 0.866 -5.521
C -8.029 -0.463 -5.126
O -7.662 -1.375 -6.159
S -6.194 -0.960 -6.735
O -5.203 -1.788 -6.084
O -6.287 -0.825 -8.170
O -6.122 0.530 -6.077
H -7.980 1.370 -6.295
H -7.269 1.536 -4.666
H -9.116 -0.395 -5.040
H -7.612 -0.835 -4.184
C 8.175 4.856 3.664
C 7.298 5.010 4.904
O 8.210 5.178 5.988
S 9.537 5.957 5.447
O 9.395 7.361 5.760
O 10.701 5.182 5.811
O 9.262 5.761 3.852
H 8.583 3.843 3.593
H 7.634 5.095 2.745
H 6.657 4.142 5.072
H 6.680 5.912 4.841

***

95
Properties=species:S:1:pos:R:3 method="wB97M-V/def2-TZVPD" fmax_ev_per_a=1.72 e_tot_ha=-4557.73789 spin_multiplicity=5 homo_ev="-8.43 / -8.45" charge=0
C 2.793 6.937 -3.063
C 3.572 6.812 -4.336
H 3.333 7.543 -2.327
H 2.595 5.948 -2.632
H 1.819 7.420 -3.248
C 4.556 7.647 -4.703
C 4.962 8.873 -3.952
H 5.110 7.469 -5.625
H 5.001 8.705 -2.865
H 4.287 9.723 -4.136
H 5.961 9.184 -4.286
Ho 0.226 0.114 -0.121
Cl -2.264 0.086 -0.742
Cl 0.554 2.564 -0.755
C 0.038 -0.293 -3.262
O 0.726 -0.604 -2.242
N 0.397 -0.601 -4.498
C 1.636 -1.334 -4.768
C -0.314 -0.044 -5.648
H -0.908 0.263 -3.159
H 1.940 -1.883 -3.873
H 2.433 -0.641 -5.076
H 1.447 -2.023 -5.599
H -1.245 0.403 -5.293
H -0.529 -0.837 -6.373
H 0.289 0.725 -6.153
H 2.759 3.247 2.786
H 3.187 2.727 0.122
C 3.323 2.327 3.000
C 3.952 2.098 0.603
N 3.411 1.484 1.812
H 2.819 1.759 3.786
C 2.735 0.346 1.744
O 2.393 -0.212 0.661
H 4.272 1.318 -0.095
H 2.429 -0.070 2.717
H 4.334 2.599 3.324
H 4.805 2.716 0.900
O 3.718 4.471 -4.460
C 3.211 5.591 -5.170
C 4.966 5.364 -7.033
C 3.671 5.689 -6.617
H 5.673 4.943 -6.312
C 5.350 5.607 -8.360
H 2.114 5.530 -5.166
C 2.764 6.230 -7.539
H 6.359 5.342 -8.688
C 4.455 6.190 -9.265
C 3.151 6.495 -8.851
H 1.757 6.466 -7.189
H 4.756 6.391 -10.297
H 2.434 6.935 -9.552
Si 3.563 2.812 -4.472
Cl -0.097 1.074 2.346
C 5.303 2.147 -4.480
C 2.660 2.259 -6.011
C 2.704 2.372 -2.902
H 5.872 2.585 -5.312
H 5.298 1.052 -4.594
H 5.818 2.399 -3.541
H 3.185 2.869 -2.050
H 2.681 1.289 -2.705
H 1.666 2.731 -2.932
H 3.156 2.678 -6.900
H 1.612 2.591 -6.021
H 2.673 1.164 -6.118
C 1.236 -2.950 3.243
N -0.219 -2.723 3.277
C -0.693 -2.060 4.481
P -1.033 -2.677 1.817
O -0.219 -1.957 0.765
N -1.252 -4.258 1.324
C -0.247 -4.902 0.477
C -1.782 -5.148 2.356
N -2.620 -2.259 2.079
C -3.015 -0.936 2.566
C -3.608 -2.745 1.103
H 1.763 -2.138 2.708
H 1.473 -3.908 2.760
H 1.599 -2.988 4.280
H -0.579 -0.965 4.401
H -1.736 -2.336 4.677
H -0.084 -2.412 5.324
H 0.610 -5.269 1.067
H -0.712 -5.768 -0.009
H 0.106 -4.212 -0.298
H -1.075 -5.254 3.194
H -2.737 -4.777 2.739
H -1.946 -6.138 1.914
H -2.399 -0.595 3.401
H -4.056 -1.003 2.914
H -2.961 -0.192 1.754
H -3.719 -2.029 0.270
H -3.291 -3.718 0.703
H -4.579 -2.873 1.617

***

89
Properties=species:S:1:pos:R:3 method="wB97M-V/def2-TZVPD" fmax_ev_per_a=0.36 e_tot_ha=-1683.53267 spin_multiplicity=1 homo_ev=-11.16 charge=+1
C 5.371 -2.164 1.329
C 5.737 -0.831 1.976
O 5.896 0.220 1.041
C 7.133 0.205 0.358
C 6.926 0.653 -1.068
O 6.035 -0.213 -1.750
C 4.794 0.318 -2.141
C 3.692 -0.680 -1.864
O 3.070 -0.387 -0.601
C 2.035 -1.202 -0.273
N 0.730 -0.682 -0.919
C -0.314 -1.767 -0.982
C -0.257 -2.482 -2.313
F 0.978 -3.097 -2.477
C 0.298 0.584 -0.293
C 0.871 1.760 -0.723
C 0.434 2.935 -0.117
N -0.491 2.964 0.831
C -1.010 1.811 1.237
C -0.644 0.580 0.715
H 4.295 -2.234 1.162
H 5.653 -2.994 1.980
H 5.889 -2.290 0.377
H 6.646 -0.936 2.580
H 4.941 -0.508 2.649
H 7.581 -0.796 0.361
H 7.840 0.885 0.848
H 7.889 0.626 -1.588
H 6.565 1.685 -1.096
H 4.815 0.539 -3.214
H 4.571 1.240 -1.594
H 4.112 -1.689 -1.833
H 2.944 -0.653 -2.670
H 2.151 -2.233 -0.615
H 1.858 -1.169 0.802
H 0.981 -0.457 -1.884
H -1.300 -1.318 -0.874
H -0.128 -2.452 -0.154
H -0.410 -1.779 -3.139
H -1.055 -3.226 -2.361
H 1.627 1.783 -1.496
H 0.849 3.887 -0.425
H -1.767 1.850 2.012
H -1.093 -0.336 1.075
C 7.041 -1.940 -4.562
C 6.395 -1.265 -5.758
O 6.030 0.086 -5.513
C 7.092 0.961 -5.167
C 8.179 1.073 -6.221
H 6.384 -1.846 -3.697
H 7.212 -2.998 -4.765
H 8.001 -1.493 -4.301
H 5.453 -1.760 -5.999
H 7.031 -1.348 -6.645
H 7.525 0.675 -4.201
H 6.613 1.932 -5.029
H 8.703 0.129 -6.372
H 8.916 1.813 -5.912
H 7.755 1.384 -7.176
C -6.331 -1.526 2.144
C -4.942 -0.935 2.311
O -4.636 0.104 1.393
C -5.506 1.229 1.441
C -5.543 1.931 2.785
H -6.472 -1.895 1.127
H -6.462 -2.358 2.836
H -7.113 -0.795 2.353
H -4.188 -1.703 2.124
H -4.799 -0.593 3.342
H -6.518 0.937 1.144
H -5.132 1.907 0.673
H -5.939 1.285 3.569
H -6.199 2.798 2.723
H -4.549 2.271 3.084
C -10.674 -0.690 4.258
C -9.335 -0.016 4.501
O -9.046 1.043 3.603
C -9.956 2.131 3.611
C -10.072 2.836 4.951
H -10.737 -1.060 3.234
H -10.791 -1.533 4.940
H -11.512 -0.013 4.426
H -8.529 -0.735 4.349
H -9.264 0.328 5.539
H -10.944 1.809 3.262
H -9.566 2.822 2.863
H -10.487 2.187 5.723
H -10.733 3.698 4.856
H -9.095 3.184 5.287

***

85
Properties=species:S:1:pos:R:3 method="wB97M-V/def2-TZVPD" fmax_ev_per_a=9.85 e_tot_ha=-1337.11714 spin_multiplicity=1 homo_ev=-10.40 charge=+1
C 5.866 -1.188 -1.432
C 4.486 -0.950 -1.706
C 2.881 -0.976 -2.180
C 2.054 -0.002 -1.157
C 0.769 0.779 -1.799
C -0.142 -0.064 -2.857
N -0.396 0.863 -4.051
C 0.561 0.610 -5.188
O 0.868 1.842 -5.986
C -0.202 2.119 -6.956
C -1.674 -0.433 -2.288
C -2.680 -0.988 -3.468
C -2.404 -2.518 -3.967
C -3.767 -2.974 -4.824
C -1.148 -2.712 -5.001
N -2.247 0.952 -1.910
C -3.405 0.840 -0.951
C -2.988 1.181 0.633
C -3.402 -0.085 1.638
O -1.670 -1.216 -1.052
C -0.700 -2.307 -1.038
H 6.934 -1.456 -0.983
H 2.871 -0.505 -3.251
H 2.497 -2.087 -2.150
H 2.823 0.852 -0.830
H 1.803 -0.566 -0.135
H 1.208 1.742 -2.350
H 0.161 1.227 -0.873
H 0.336 -1.035 -3.294
H -0.447 1.863 -3.761
H 0.021 -0.116 -5.942
H 1.572 0.100 -4.894
H -0.561 1.196 -7.581
H -1.142 2.495 -6.337
H 0.154 2.930 -7.757
H -3.790 -0.980 -3.027
H -2.726 -0.310 -4.428
H -2.370 -3.279 -3.049
H -4.665 -2.212 -4.633
H -3.558 -2.892 -5.997
H -4.125 -4.040 -4.499
H -0.094 -2.801 -4.496
H -1.330 -3.759 -5.546
H -1.225 -1.901 -5.843
H -2.661 1.398 -2.782
H -4.155 1.723 -1.241
H -4.039 -0.141 -1.033
H -3.530 2.139 1.033
H -1.816 1.345 0.755
H -4.580 -0.056 1.809
H -2.804 -0.071 2.657
H -3.155 -1.108 1.104
H -0.372 -2.725 -2.078
H -1.226 -3.219 -0.475
H 0.287 -2.100 -0.426
C 3.363 0.866 2.801
C 2.273 -0.194 2.798
C 0.861 0.374 2.942
C 0.570 1.322 4.121
N 0.663 0.722 5.543
C 2.079 0.403 6.034
C 2.630 1.727 6.500
C 1.462 2.336 7.239
C 0.203 1.807 6.562
C -0.239 -0.498 5.650
H 3.236 1.608 3.590
H 4.342 0.403 2.946
H 3.375 1.402 1.842
H 2.453 -0.951 3.565
H 2.335 -0.752 1.854
H 0.147 -0.451 2.937
H 0.647 0.937 2.023
H -0.472 1.654 4.012
H 1.193 2.219 4.090
H 1.986 -0.294 6.875
H 2.680 -0.064 5.268
H 2.917 2.365 5.659
H 3.510 1.604 7.137
H 1.504 3.429 7.234
H 1.479 2.016 8.289
H -0.351 2.589 6.029
H -0.460 1.333 7.296
H 0.146 -1.281 4.992
H -1.251 -0.202 5.359
H -0.234 -0.851 6.685

***

109
Properties=species:S:1:pos:R:3 method="wB97M-V/def2-TZVPD" fmax_ev_per_a=4.94 smiles="CN(C)P(=O)(N(C)C)N(C)C.C[C@H]1COC(=O)O1.C[C@H]1COC(=O)O1.C[C@H]1COC(=O)O1.C[C@H]1COC(=O)O1.C[N+](=O)[O-].C[N+](=O)[O-].C[N+](=O)[O-].C[N+](=O)[O-]" e_tot_ha=-3327.28654 spin_multiplicity=1 homo_ev=-8.72 charge=0
C -3.956 -0.719 0.322
N -5.079 -0.543 1.200
C -4.802 -1.079 2.583
P -6.136 0.840 1.159
O -5.598 2.201 0.724
N -7.475 0.449 0.134
C -7.373 -0.880 -0.585
C -8.127 1.473 -0.715
N -6.946 0.880 2.671
C -6.447 1.635 3.810
C -8.281 0.495 2.898
H -3.161 -0.138 0.788
H -4.184 -0.349 -0.678
H -3.773 -1.784 0.181
H -4.511 -0.307 3.295
H -3.935 -1.706 2.789
H -5.641 -1.595 3.051
H -6.498 -0.896 -1.236
H -7.352 -1.735 0.091
H -8.279 -1.011 -1.177
H -7.652 1.517 -1.695
H -9.195 1.275 -0.808
H -8.113 2.379 -0.110
H -5.825 2.417 3.374
H -7.162 2.200 4.408
H -5.845 0.949 4.407
H -8.768 0.737 3.843
H -8.372 -0.563 2.651
H -8.836 1.058 2.148
C -0.193 4.560 2.751
C -1.168 4.641 3.819
C -0.559 4.540 5.167
O -0.915 5.631 5.929
C -1.308 6.605 5.175
O -1.789 7.606 5.590
O -1.480 6.033 3.952
H -0.640 4.844 1.798
H -0.026 3.487 2.664
H 0.632 5.228 2.999
H -2.096 4.081 3.703
H 0.527 4.625 5.211
H -0.854 3.635 5.697
C 6.979 4.338 6.725
C 6.174 4.272 5.317
C 6.946 4.012 4.029
O 6.306 2.875 3.453
C 5.233 2.489 4.240
O 4.416 1.621 3.958
O 5.322 3.187 5.376
H 7.264 5.344 7.032
H 7.836 3.665 6.748
H 6.354 4.019 7.559
H 5.547 5.138 5.107
H 8.022 4.130 4.155
H 6.632 4.894 3.470
C 0.119 -5.904 -8.460
C 0.913 -6.027 -7.120
C 0.669 -4.934 -6.033
O 0.470 -5.790 -4.890
C 0.208 -7.078 -5.264
O -0.079 -7.947 -4.467
O 0.434 -7.271 -6.486
H -0.060 -4.915 -8.882
H -0.776 -6.517 -8.359
H 0.648 -6.461 -9.233
H 1.979 -6.244 -7.189
H -0.287 -4.474 -6.281
H 1.563 -4.338 -5.848
C 4.623 -6.734 1.142
C 3.396 -6.212 1.803
C 2.263 -5.598 1.000
O 1.208 -6.504 1.373
C 1.563 -7.397 2.280
O 0.771 -8.128 2.837
O 2.826 -7.283 2.569
H 4.356 -7.489 0.403
H 5.333 -7.034 1.912
H 5.093 -5.897 0.625
H 3.721 -5.488 2.550
H 2.478 -5.764 -0.056
H 2.148 -4.523 1.136
C -2.477 6.530 -3.169
N -2.148 5.374 -4.069
O -3.083 5.118 -4.873
O -1.172 4.706 -3.965
H -3.533 6.516 -2.897
H -2.198 7.475 -3.636
H -1.919 6.544 -2.233
C 2.241 0.139 -2.115
N 3.744 -0.022 -2.382
O 4.164 -1.062 -2.904
O 4.358 0.987 -2.186
H 2.073 0.155 -1.038
H 1.615 -0.663 -2.507
H 1.893 1.054 -2.592
C 8.648 -1.552 1.006
N 9.898 -2.408 0.743
O 9.865 -3.602 0.960
O 10.879 -1.855 0.276
H 8.609 -0.848 0.175
H 8.750 -1.146 2.013
H 7.763 -2.143 0.773
C 0.130 2.092 -8.160
N 0.060 0.610 -8.334
O 1.091 -0.032 -8.487
O -0.973 0.045 -8.087
H 0.247 2.419 -9.193
H 0.910 2.373 -7.453
H -0.859 2.449 -7.873